(1)
Entry from OMol25: a cluster of 34 separate species, C22H112N4O36 in total in a non-equilibrium geometry (wB97M-V/def2-TZVPD).

Its max |F| is 2.92 eV/Å. Its total energy is -104299.0241 eV. The total charge is 0. The LUMO energy is 0.01 eV. The HOMO energy comes out at -6.89 eV. The energy above the lowest of the compared OMol25 structures with the same formula, charge and spin comes out at 80.6 kJ/mol.

Each line ends with the Mulliken charge.
Element x y z (Å)
C: 1.312 4.376 -0.311  -1.861
C: 1.480 2.961 0.288  -0.205
C: 0.524 1.964 -0.430  0.632
C: -0.702 1.586 0.457  -0.606
N: -1.910 2.319 0.099  -0.396
O: 1.131 0.939 -1.182  -0.429
C: 1.686 -0.248 -0.652  0.818
C: 2.364 -0.192 0.720  -1.514
C: 1.546 0.097 1.987  0.558
N: 2.173 -0.672 3.099  -0.245
N: 2.846 -0.514 -1.565  -0.085
C: 3.659 0.374 -1.946  0.478
C: 5.086 0.426 -1.373  -1.515
C: 3.494 1.350 -3.106  -1.108
C: 0.752 -1.508 -0.949  0.507
C: 1.538 -2.806 -1.344  -1.319
C: 2.784 -3.327 -0.624  -2.309
C: 0.140 -1.160 -2.348  -3.291
C: -1.142 -0.311 -2.496  3.063
C: -2.202 -1.112 -3.322  -1.829
C: -0.913 0.989 -3.341  -1.381
N: -0.236 -1.798 0.087  1.939
C: 0.207 -2.585 1.247  -0.450
C: -0.739 -2.368 2.446  -1.742
C: -1.456 -2.403 -0.318  -1.609
O: -2.514 -1.449 0.106  0.285
C: -3.757 -1.737 -0.236  0.376
C: -4.286 -3.145 -0.305  -1.306
O: -4.492 -0.831 -0.477  -0.773
H: 2.132 5.028 -0.033  0.622
H: 1.342 4.237 -1.396  0.453
H: 0.331 4.788 -0.077  0.217
H: 2.525 2.698 0.128  0.276
H: 1.250 3.060 1.347  0.067
H: 0.057 2.619 -1.169  0.378
H: -0.439 1.906 1.467  0.890
H: -0.846 0.504 0.522  -0.083
H: -2.460 1.826 -0.597  0.029
H: -2.473 2.519 0.911  0.302
H: 3.111 0.601 0.700  0.490
H: 2.935 -1.090 0.917  0.498
H: 1.579 1.139 2.307  0.072
H: 0.499 -0.184 1.943  -0.770
H: 1.678 -0.358 3.929  0.239
H: 3.113 -0.295 3.218  0.084
H: 5.474 1.438 -1.329  0.465
H: 5.678 -0.201 -2.051  0.422
H: 5.099 -0.094 -0.419  0.244
H: 3.928 0.951 -4.021  0.289
H: 2.455 1.656 -3.211  0.140
H: 4.046 2.251 -2.828  0.384
H: 0.782 -3.605 -1.320  0.928
H: 1.793 -2.748 -2.399  0.055
H: 3.672 -2.874 -1.059  0.465
H: 2.864 -3.210 0.454  0.258
H: 2.892 -4.394 -0.838  0.437
H: -0.106 -2.135 -2.773  2.223
H: 0.895 -0.754 -3.011  0.566
H: -1.665 -0.017 -1.587  -1.470
H: -2.865 -0.443 -3.868  0.528
H: -1.704 -1.736 -4.069  0.103
H: -2.806 -1.785 -2.709  0.192
H: 0.162 1.155 -3.439  -0.165
H: -1.274 0.829 -4.364  0.989
H: -1.350 1.873 -2.884  0.084
H: 1.196 -2.326 1.620  0.094
H: 0.288 -3.659 1.055  0.783
H: -0.213 -2.440 3.397  0.716
H: -1.218 -1.401 2.381  -0.016
H: -1.480 -3.163 2.449  0.481
H: -1.687 -3.329 0.211  0.875
H: -1.573 -2.648 -1.373  0.612
H: -3.887 -3.749 0.513  0.353
H: -5.366 -3.173 -0.312  0.396
H: -3.918 -3.628 -1.214  0.335
O: -6.191 -0.910 2.242  -0.518
H: -5.725 -0.767 1.410  0.214
H: -6.544 -1.811 2.172  0.380
O: -0.899 5.246 -2.708  -0.609
H: -1.572 5.935 -2.715  0.283
H: -1.028 4.799 -1.861  0.297
O: 2.797 1.749 4.508  -0.507
H: 2.159 2.477 4.471  0.259
H: 2.596 1.301 5.337  0.239
O: -7.790 -3.345 2.428  -0.662
H: -8.079 -3.241 3.344  0.316
H: -8.601 -3.538 1.946  0.298
O: -2.906 -1.730 4.112  -0.483
H: -3.268 -1.517 4.979  0.303
H: -3.633 -1.536 3.508  0.196
O: -4.257 1.695 -1.620  -0.719
H: -5.212 1.761 -1.498  0.173
H: -4.081 0.745 -1.557  0.384
O: 1.857 4.844 4.448  -0.574
H: 2.150 5.327 5.229  0.280
H: 1.823 5.511 3.752  0.305
O: -8.712 -1.476 4.078  -0.609
H: -8.288 -1.044 4.832  0.325
H: -8.690 -0.808 3.385  0.271
O: 0.696 -2.236 -5.225  -0.684
H: 1.589 -2.519 -4.989  0.324
H: 0.712 -1.283 -5.069  0.256
O: 2.422 7.454 -0.561  -0.610
H: 2.276 7.415 -1.513  0.315
H: 2.051 8.303 -0.297  0.299
O: 5.299 -0.425 2.786  -0.479
H: 5.954 -0.130 3.434  0.209
H: 5.385 -1.383 2.791  0.290
O: -4.290 0.846 3.960  -0.654
H: -3.931 0.718 3.074  0.303
H: -5.194 0.510 3.899  0.325
O: 5.444 3.073 4.330  -0.621
H: 5.186 3.929 4.689  0.290
H: 4.599 2.620 4.184  0.304
O: 8.087 4.004 5.976  -0.621
H: 7.736 4.041 6.874  0.344
H: 7.346 3.700 5.436  0.307
O: 2.187 -4.869 -3.831  -0.592
H: 1.248 -4.678 -3.721  0.302
H: 2.230 -5.832 -3.849  0.302
O: -1.580 -3.592 6.588  -0.646
H: -1.837 -3.079 5.811  0.331
H: -2.207 -3.322 7.268  0.316
O: 5.014 -1.923 4.936  -0.636
H: 4.749 -1.766 5.851  0.264
H: 4.224 -1.707 4.424  0.338
O: 5.789 -0.527 7.541  -0.589
H: 6.702 -0.796 7.688  0.304
H: 5.781 0.415 7.743  0.300
O: 8.130 -0.243 3.982  -0.641
H: 8.175 -1.168 3.714  0.314
H: 8.409 0.244 3.197  0.320
O: 0.789 -4.899 -6.425  -0.645
H: 1.691 -5.216 -6.294  0.316
H: 0.830 -3.963 -6.189  0.358
O: -1.608 0.145 -6.773  -0.627
H: -2.548 0.353 -6.742  0.315
H: -1.577 -0.818 -6.726  0.302
O: -7.150 2.490 -2.366  -0.689
H: -7.857 3.137 -2.229  0.295
H: -6.887 2.618 -3.286  0.285
O: -8.285 1.073 5.546  -0.592
H: -8.588 1.666 4.847  0.329
H: -8.739 1.392 6.332  0.270
O: 1.400 -3.798 -9.430  -0.670
H: 2.304 -3.533 -9.227  0.286
H: 1.082 -4.206 -8.612  0.395
O: 6.883 3.018 -2.607  -0.599
H: 7.778 2.677 -2.506  0.279
H: 6.967 3.965 -2.433  0.312
O: 2.263 -6.387 -11.153  -0.634
H: 2.152 -6.360 -12.110  0.321
H: 1.954 -5.521 -10.853  0.343
O: -1.309 -3.809 -11.251  -0.650
H: -0.620 -3.557 -10.624  0.325
H: -1.266 -4.771 -11.272  0.315
O: 8.797 5.673 7.970  -0.665
H: 8.156 6.378 8.113  0.311
H: 9.093 5.799 7.060  0.343
O: 7.520 6.081 -1.706  -0.625
H: 8.474 6.207 -1.757  0.312
H: 7.224 6.741 -1.070  0.309
O: -8.671 2.139 0.066  -0.613
H: -8.087 2.175 -0.701  0.398
H: -9.135 1.300 -0.027  0.312
O: -9.229 0.904 -4.334  -0.631
H: -8.577 1.292 -3.738  0.359
H: -9.062 -0.043 -4.284  0.317
O: -10.571 2.555 4.633  -0.597
H: -10.667 3.439 5.007  0.303
H: -11.476 2.237 4.545  0.300
O: -0.852 -5.510 2.293  -0.550
H: -0.640 -6.419 2.054  0.253
H: -0.808 -5.500 3.257  0.289

Force components x, y, z for each atom (eV/Å):
C 0.1 -1.1 -0.5
C -0.1 0.6 -0.5
C -1.0 1.0 0.7
C 0.5 0.0 0.7
N 0.5 0.1 -0.5
O -0.3 0.1 0.7
C 1.3 -2.0 -1.7
C -0.6 1.4 0.8
C 0.4 -0.5 0.9
N -0.3 0.0 0.0
N -0.4 1.0 1.8
C 1.3 -0.2 -0.9
C -0.6 -1.1 -0.5
C -0.5 0.8 1.3
C 0.9 0.5 -1.4
C 0.1 -0.4 0.6
C 0.5 -0.2 -0.3
C -1.7 -0.5 0.7
C -1.0 0.6 -1.5
C 0.3 -0.1 0.3
C 0.8 -0.7 0.1
N -0.3 -1.0 0.0
C 0.8 0.3 1.4
C 0.3 -0.6 -0.6
C -0.5 0.3 0.5
O 0.3 -0.7 -0.7
C 0.2 -1.0 0.1
C 1.1 -0.6 0.1
O -1.7 1.7 -0.2
H -0.2 0.3 0.2
H 0.1 0.4 -0.1
H 0.1 0.2 0.2
H 0.0 -0.3 0.2
H 0.3 -0.4 0.2
H 0.1 -0.5 -0.5
H -0.1 -0.1 0.1
H 0.0 0.0 -0.3
H -0.2 0.3 0.3
H -0.2 -0.2 -0.1
H 0.1 0.0 -0.3
H -0.2 -0.4 -0.3
H 0.0 0.2 -0.6
H 0.1 -0.1 -0.2
H 0.1 -0.3 0.1
H 0.0 0.0 -0.1
H 0.2 0.0 -0.1
H 0.4 0.3 0.0
H 0.0 0.2 0.2
H -0.1 -0.1 0.0
H -0.1 -0.3 -0.3
H 0.2 0.0 -0.4
H -0.1 0.1 0.1
H 0.3 0.2 0.0
H 0.0 0.2 0.1
H -0.4 0.1 0.0
H -0.2 0.0 0.1
H 0.0 0.0 -0.1
H 0.4 0.1 0.4
H 0.6 -0.2 0.4
H -0.2 0.0 0.2
H 0.0 0.0 -0.1
H -0.1 0.0 0.0
H 0.0 0.3 0.1
H -0.1 0.3 0.3
H -0.2 0.0 -0.2
H 0.1 0.5 -0.5
H -0.2 0.0 -0.4
H 0.2 0.1 -0.1
H -0.1 0.1 0.1
H -0.3 0.2 0.1
H 0.3 0.0 0.2
H 0.1 0.6 0.0
H -0.1 0.0 0.1
H -0.1 0.2 0.0
H 0.0 0.1 -0.1
O 0.3 -0.1 0.0
H 0.0 0.1 -0.2
H -0.3 0.0 0.1
O -0.1 0.1 0.1
H 0.0 -0.1 0.0
H 0.0 -0.1 -0.1
O -0.2 0.4 0.3
H 0.1 0.1 -0.1
H 0.1 0.0 0.0
O 0.2 -0.6 -0.3
H 0.0 0.4 -0.1
H 0.1 0.0 0.0
O -0.1 -0.4 0.4
H -0.1 0.3 -0.2
H 0.0 0.0 0.1
O -0.1 0.0 -0.4
H 0.1 0.1 0.0
H -0.2 0.1 0.2
O 0.1 0.1 0.1
H -0.1 -0.1 0.0
H 0.0 -0.1 0.0
O -0.1 0.0 0.4
H -0.2 0.2 -0.1
H 0.2 -0.1 0.0
O 0.4 -0.1 -0.2
H 0.0 0.1 0.2
H -0.2 0.0 -0.1
O 0.0 0.2 0.0
H 0.0 -0.1 0.1
H 0.0 -0.1 0.0
O 0.0 0.3 -0.5
H 0.0 -0.1 0.1
H 0.1 0.1 0.0
O -0.1 0.0 0.0
H 0.0 0.1 0.1
H 0.0 0.0 -0.2
O 0.1 0.3 0.1
H -0.1 0.0 -0.1
H 0.0 -0.2 0.1
O -0.4 0.0 -0.2
H 0.2 0.1 0.0
H 0.1 -0.2 -0.1
O 0.0 -0.1 0.0
H 0.0 0.0 0.0
H 0.0 0.1 0.0
O -0.1 0.1 0.0
H 0.1 -0.1 -0.1
H 0.1 -0.1 0.0
O -0.4 -0.3 0.3
H 0.3 0.0 0.0
H 0.0 0.0 0.0
O 0.0 0.0 0.2
H -0.1 0.0 -0.1
H 0.0 -0.1 -0.1
O 0.0 0.0 -0.2
H 0.0 0.0 0.1
H 0.0 0.0 0.1
O 0.1 0.0 -0.5
H -0.1 0.0 0.1
H -0.3 0.1 0.1
O -0.1 -0.2 0.0
H 0.1 0.0 0.0
H 0.0 0.1 0.0
O -0.4 0.1 -0.3
H 0.1 0.1 -0.1
H 0.3 0.0 0.1
O 0.3 0.0 0.1
H -0.2 -0.1 0.1
H 0.0 -0.1 -0.1
O 0.0 -0.2 0.0
H -0.1 0.1 -0.1
H -0.1 -0.1 0.1
O 0.1 0.1 0.0
H -0.1 0.0 0.0
H 0.0 0.1 0.1
O -0.1 0.1 -0.1
H 0.0 0.0 0.1
H 0.0 0.0 0.1
O 0.0 -0.1 0.1
H 0.1 0.0 0.0
H 0.0 0.1 0.0
O -0.1 0.3 0.2
H 0.1 0.0 0.0
H -0.1 -0.2 0.0
O 0.2 0.0 0.0
H -0.1 0.0 0.0
H -0.1 -0.1 0.0
O -0.1 0.0 -0.1
H 0.1 -0.3 0.4
H 0.0 0.1 0.0
O 0.1 0.0 0.0
H -0.1 -0.1 0.1
H 0.0 0.1 0.0
O -0.2 0.2 0.1
H 0.0 0.0 -0.1
H 0.1 -0.1 0.0
O 0.0 -0.3 0.0
H 0.0 0.1 0.0
H 0.0 0.1 0.0

(2)
Entry from OMol25: a structure of composition C20H21MnNPSSe2Te2 in a non-equilibrium geometry (wB97M-V/def2-TZVPD).

Its max |F| is 2.43 eV/Å. Its total energy is -219294.4744 eV. The total charge is 0. Its expectation value of S² is 6.289. The LUMO energy (alpha / beta) is -1.75 / -0.50 eV. The HOMO energy (alpha / beta) comes out at -6.74 / -6.91 eV. The multiplicity is 5. The energy above the lowest of the compared OMol25 structures with the same formula, charge and spin comes out at 0.0 kJ/mol.

Each line ends with the Mulliken charge.
Element x y z (Å)
Mn: -1.934 -1.517 -0.632  0.778
Se: -1.869 -1.118 -2.871  -0.271
Te: -4.354 -0.953 -3.351  -0.128
Te: -5.376 -2.531 -1.189  -0.100
Se: -3.995 -2.119 0.826  -0.581
C: -2.304 -5.228 -1.428  -0.590
S: -0.928 -4.366 -0.610  -0.032
C: -1.125 -4.775 1.107  -0.665
H: -3.194 -4.647 -1.218  -0.010
H: -2.398 -6.274 -1.156  0.338
H: -2.054 -5.112 -2.453  0.301
H: -1.355 -5.848 1.180  0.311
H: -1.889 -4.164 1.522  0.124
H: -0.194 -4.502 1.609  0.283
N: -0.326 -0.973 -0.045  -0.402
P: 0.334 0.470 -0.006  1.795
C: -0.724 1.762 -0.663  0.531
C: -0.248 2.639 -1.694  -0.481
C: -0.952 3.802 -1.938  -0.549
C: -2.138 4.030 -1.259  -0.491
C: -2.705 3.054 -0.466  -0.628
C: -1.970 1.953 -0.106  -0.458
C: 0.566 0.948 1.713  0.241
C: 0.757 2.261 2.153  -0.554
C: 1.478 2.449 3.341  -0.345
C: 1.635 1.392 4.214  -0.486
C: 1.125 0.170 3.875  -0.368
C: 0.570 -0.066 2.642  -1.063
C: 1.983 0.558 -0.674  -0.070
C: 2.960 1.435 -0.178  -0.071
C: 4.275 1.345 -0.622  -0.768
C: 4.568 0.575 -1.767  -0.299
C: 3.567 -0.130 -2.412  -0.661
C: 2.280 -0.146 -1.861  -0.231
H: 0.706 2.395 -2.190  0.356
H: -0.558 4.551 -2.619  0.402
H: -2.681 4.976 -1.475  0.334
H: -3.758 3.126 -0.138  0.389
H: -2.251 1.301 0.729  0.309
H: 0.451 3.087 1.519  0.490
H: 1.962 3.447 3.556  0.330
H: 2.115 1.502 5.221  0.328
H: 1.068 -0.624 4.618  0.371
H: 0.254 -1.046 2.372  0.578
H: 2.686 2.179 0.608  0.281
H: 5.088 1.873 -0.077  0.356
H: 5.586 0.399 -2.128  0.347
H: 3.732 -0.734 -3.304  0.402
H: 1.530 -0.805 -2.274  0.329

Force components x, y, z for each atom (eV/Å):
Mn -0.6 -1.2 1.5
Se 0.1 0.1 -1.4
Te 0.0 -0.2 1.1
Te 0.0 0.1 -1.0
Se 0.6 0.5 -0.1
C 0.2 0.8 1.0
S 0.3 0.3 -0.8
C 0.3 -0.5 0.0
H -0.4 -0.3 0.0
H 0.1 -0.1 0.1
H 0.0 -0.1 -1.0
H 0.2 0.4 0.3
H -0.9 0.2 0.5
H 0.0 -0.3 -0.1
N 0.3 0.2 -0.2
P -1.3 -0.1 0.5
C 1.3 1.0 -1.8
C 0.2 -1.1 1.2
C 0.5 0.1 0.0
C -0.9 0.9 -1.0
C -1.4 0.4 0.3
C 0.6 -0.6 0.9
C -1.1 0.5 0.0
C 1.2 -0.2 -0.1
C 0.1 1.7 -0.2
C 0.9 0.4 1.4
C -0.8 -1.1 1.1
C 1.0 -0.1 -0.1
C 0.8 0.8 -1.7
C -0.1 0.3 0.9
C 0.6 0.1 -0.5
C 0.3 -0.3 0.5
C -1.0 -0.1 0.2
C 0.2 -0.2 0.8
H -0.6 0.3 0.2
H -0.1 -0.1 0.0
H 0.3 -0.8 0.3
H 0.8 0.3 0.1
H -0.4 0.1 -0.5
H 0.5 0.1 -0.1
H -1.0 -1.1 -0.1
H -0.4 0.1 -1.2
H 0.3 0.1 -0.1
H -0.2 -0.6 -0.3
H 0.4 -1.0 -0.5
H -0.8 -0.3 -0.6
H -0.2 0.5 0.3
H 0.2 0.3 0.2
H -0.2 0.0 -0.1

(3)
Entry from OMol25: a structure of composition C3HFO2V in a non-equilibrium geometry (wB97M-V/def2-TZVPD).

Its max |F| is 4.88 eV/Å. Its total energy is -35609.4937 eV. The total charge is +1. Its expectation value of S² is 6.081. The LUMO energy (alpha / beta) is -7.00 / -6.67 eV. The HOMO energy (alpha / beta) comes out at -12.67 / -12.48 eV. The multiplicity is 5.

Each line ends with the Mulliken charge.
Element x y z (Å)
F: -0.719 0.498 0.898  -0.451
O: 0.132 -1.228 -0.434  -0.177
O: 1.771 0.027 0.453  -0.605
C: -0.894 -0.647 -1.044  -0.116
C: -1.814 0.149 -0.710  0.064
C: 0.701 -0.580 0.642  0.503
H: -2.386 0.999 -1.049  0.345
V: 3.209 0.783 1.244  1.436

Force components x, y, z for each atom (eV/Å):
F 3.0 0.2 2.4
O 0.9 -0.7 0.2
O -0.5 -0.3 0.4
C -1.2 0.0 0.3
C 1.2 -1.0 -2.1
C -4.1 1.4 -2.3
H -0.1 -0.2 0.7
V 0.8 0.6 0.5

What is the formula in the second record? C20H21MnNPSSe2Te2

Which of these has the highest total charge? C3HFO2V